# C7H6N2

2 unconnected molecules or ions with the total composition C7H6N2 at a distorted geometry (the ωB97M-V functional and the def2-TZVPD basis, the Open Molecules 2025 dataset).

Structure (XYZ):
```
15
C7H6N2 | the Open Molecules 2025 dataset | the ωB97M-V functional and the def2-TZVPD basis
C 1.6993 -0.9757 0.7053
C 1.6008 1.2047 -0.3570
C -0.3865 -1.3175 -1.4265
C -1.4654 1.3026 0.9498
C -1.1580 -0.7535 -0.5016
C -0.8151 0.3585 0.3246
C 1.2785 0.3658 0.7342
N 2.0154 -2.0784 0.6923
N 1.7795 1.8907 -1.2584
H -0.7328 -2.1569 -2.0053
H 0.6044 -0.9564 -1.6561
H -1.0171 2.0412 1.5889
H -2.5328 1.3915 0.8013
H -2.1515 -1.1563 -0.2998
H 1.2812 0.8397 1.7084
```

## Properties
- E: -379.70619 hartree
- Orbital gap: 0.346 Eh
- ΔE to the lowest compared entry with this formula, charge and spin: 90.8 kcal/mol